[1]
ORCA calculation (wB97M-V/def2-TZVPD) on an isolated ion of composition C3H5INO2 and charge +1.

Each line ends with the Löwdin charge.
Geometry (Å):
O -0.4135 1.4525 2.1340  0.23
C -0.3577 0.7836 1.1741  -0.41
C 1.0032 0.1195 0.6486  0.06
N 0.4704 -0.1420 -0.7955  0.00
C -1.0159 -0.2156 -0.7300  -0.66
I -1.3710 -2.2999 -0.0398  0.97
O -1.3641 0.6841 0.2250  0.00
H 1.8432 0.7378 0.6037  0.12
H 1.2675 -0.8120 1.1972  0.14
H 0.5729 0.6622 -1.4468  0.20
H 0.8086 -1.0918 -1.1961  0.17
H -1.4437 0.1216 -1.7744  0.18

Cartesian forces, eV/Å:
O -0.6 -0.2 0.3
C 2.1 0.8 0.2
C -3.6 -1.3 -0.9
N 1.4 -1.6 -0.8
C -1.1 -0.9 -1.2
I -0.3 0.8 -0.6
O 0.2 0.2 0.6
H 1.0 1.4 0.0
H -0.5 0.5 -0.7
H 1.2 -0.6 0.5
H -0.3 2.1 0.4
H 0.5 -1.2 2.2

Properties
SMILES: O=C1C[NH2+][C@@H](I)O1
Energy relative to the best compared isomer or geometry (same formula, charge and spin), kJ/mol: 65.6
Total charge: +1
Orbital gap, eV: 9.872

=====

[2]
ORCA calculation (wB97M-V/def2-TZVPD) on a 2-piece molecular cluster, C3H5IO overall.

Each line ends with the Löwdin charge.
Geometry (Å):
C 1.4526 0.5952 -0.1688  -0.24
C 0.9426 1.0611 1.0079  -0.12
C -1.0614 0.3522 -1.7771  -0.51
O 2.1248 0.0664 -0.9981  0.12
I -2.5109 0.5382 -0.2346  0.66
H 0.6044 2.1632 0.7088  0.16
H -0.0664 0.5524 1.1373  0.02
H 1.5080 1.0032 1.9993  0.11
H -1.1756 1.0374 -2.5454  -0.08
H -0.9592 -0.6484 -1.8761  -0.11

Cartesian forces, eV/Å:
C 0.5 -2.6 -5.7
C -2.1 2.6 2.8
C -0.3 1.7 3.2
O -0.3 1.2 2.6
I 0.2 0.2 -0.4
H 0.8 -2.0 1.0
H 1.0 0.5 -0.1
H -0.3 0.2 -1.2
H -0.1 1.0 -1.3
H 0.7 -2.8 -0.9

Properties
Energy relative to the best compared isomer or geometry (same formula, charge and spin), kJ/mol: 394.1
Orbital gap (spin up / spin down), eV: 6.241 / 8.478

=====

[3]
ORCA calculation (wB97M-V/def2-TZVPD) on a 2-piece molecular cluster, C3H5IO overall.

Each line ends with the Löwdin charge.
Geometry (Å):
C 0.0763 -0.0716 -0.0250  -0.05
C 0.4313 1.1765 -0.2832  -0.22
C -1.0198 -1.0939 0.6143  -0.05
O 0.8320 2.2464 -0.5304  0.04
I 2.9741 3.7386 -2.8806  0.42
H 0.8792 -0.6974 -0.4246  0.09
H 2.0394 3.4549 -1.6462  -0.41
H -1.3544 -1.7377 -0.1890  0.06
H -0.5077 -1.6616 1.3802  0.06
H -1.8467 -0.5359 1.0339  0.06

Cartesian forces, eV/Å:
C 0.1 -4.0 0.1
C -2.1 0.2 1.1
C 0.9 2.7 -0.6
O 0.8 2.5 -0.5
I 0.5 0.2 -0.6
H 0.2 -1.2 0.0
H -0.4 -0.1 0.5
H 0.0 -0.2 -0.2
H 0.2 -0.2 0.1
H -0.2 0.0 0.1

Properties
Multiplicity: 3
Energy relative to the best compared isomer or geometry (same formula, charge and spin), kJ/mol: 56.1
Orbital gap (spin up / spin down), eV: 6.610 / 7.361

=====

[4]
ORCA calculation (wB97M-V/def2-TZVPD) on C3H5LiO3Rb as an isolated structure.

Each line ends with the Löwdin charge.
Geometry (Å):
O 2.6749 -0.2452 0.4389  -0.07
C 1.3180 0.0707 0.6602  -0.28
C 0.6189 0.1708 -0.6801  -0.09
O -1.4684 0.5183 0.4187  -0.25
H 3.1060 -0.4130 1.2804  0.08
H 1.2150 1.0392 1.1784  0.13
H 0.8271 -0.7576 1.2038  0.12
H 0.4996 -0.8407 -1.0992  0.10
H 1.3461 0.5031 -1.4353  0.10
O -0.5065 1.3469 -1.1956  -0.14
C -1.6063 0.6900 -0.8498  -0.47
Rb -5.3829 -0.4711 1.3048  0.39
Li -2.6415 -1.6115 -1.2253  0.39

Cartesian forces, eV/Å:
O 0.4 -0.1 -0.6
C -1.5 0.6 0.8
C 1.6 2.0 -3.3
O -3.0 -1.6 -0.9
H -0.1 0.0 0.1
H -0.1 -0.5 0.1
H 0.1 0.6 0.2
H -1.5 0.3 0.3
H 0.3 0.4 0.6
O 3.4 -2.4 -1.5
C -0.2 -0.4 4.2
Rb 0.4 0.1 -0.2
Li 0.2 1.0 0.3

Properties
Multiplicity: 2
Energy relative to the best compared isomer or geometry (same formula, charge and spin), kJ/mol: 422.6
Orbital gap (spin up / spin down), eV: 3.620 / 6.391

=====

[5]
ORCA calculation (wB97M-V/def2-TZVPD) on C3H5LiO3Tb as an isolated structure.

Each line ends with the Löwdin charge.
Geometry (Å):
H 2.5164 1.3924 -0.9604  0.22
O -1.5340 0.3579 -0.2336  -0.54
C -0.8559 -0.8718 -0.1331  -0.23
C 0.4879 -0.8336 0.5676  -0.07
O 1.5532 -0.2449 -0.2256  0.13
C 1.7985 1.0172 -0.1949  -0.17
O 1.0381 1.9016 0.2058  -0.15
Li -3.1033 0.1346 -1.1498  0.88
Tb -1.0121 2.2342 0.5311  2.27
H -0.7069 -1.3110 -1.1348  0.16
H -1.4558 -1.5919 0.4514  0.16
H 0.8289 -1.8600 0.7348  0.18
H 0.4450 -0.3248 1.5414  0.15

Cartesian forces, eV/Å:
H 0.7 -0.8 1.0
O -0.2 3.0 0.8
C 0.9 -2.3 -0.2
C -0.2 -0.1 0.5
O 0.6 1.2 0.6
C 1.0 -1.6 -4.3
O -2.3 1.2 2.2
Li -0.9 -0.7 -0.7
Tb 0.4 -0.5 -0.1
H -0.1 0.2 0.2
H 0.1 0.3 -0.2
H -0.1 0.2 0.0
H 0.1 -0.1 0.0

Properties
Multiplicity: 7
Total charge: +3
Orbital gap (spin up / spin down), eV: 9.602 / 9.882

=====

[6]
ORCA calculation (wB97M-V/def2-TZVPD) on C3H5LiO3V as an isolated structure.

Each line ends with the Löwdin charge.
Geometry (Å):
C -0.0058 1.0344 -1.5365  -0.05
C 1.3462 0.9059 -1.5787  -0.08
H -0.6319 0.4891 -2.2463  0.07
H -0.4642 1.7687 -0.8699  0.07
H 1.8048 0.2665 -2.3372  0.06
H 1.9829 1.6514 -1.0958  0.07
H 0.9923 -0.4338 0.1108  0.18
O -1.3962 -1.4743 1.8251  -0.24
C -0.5242 -0.6006 1.4778  -0.82
O -0.3626 0.4733 2.0493  0.03
O 0.1132 -0.9714 0.3565  -0.04
V -1.0254 -2.9162 0.5329  0.89
Li -1.8292 -0.1930 3.3120  0.86

Cartesian forces, eV/Å:
C 1.7 0.3 -0.4
C -1.3 0.8 -0.8
H 0.1 0.0 0.5
H 0.0 -0.3 -0.2
H -0.1 0.1 0.4
H -0.1 -0.5 0.2
H -2.7 -1.0 0.5
O -0.6 0.4 1.1
C 0.1 1.4 0.1
O 0.0 -0.4 0.2
O 2.4 0.2 -0.3
V 0.3 -0.9 -1.0
Li 0.3 0.1 -0.3

Properties
Multiplicity: 5
Total charge: +1
Orbital gap (spin up / spin down), eV: 7.075 / 9.590

=====

It is found that the strongest force on any atom values, taken in the order of the records, are 3.9, 6.3, 4.0, 4.4, 4.7, 2.9 eV/A.